Entry from the OMol25 dataset: one molecule with the formula C24H26N6O2 in a non-equilibrium geometry (ωB97M-V with the def2-TZVPD basis set).

CARTESIAN COORDINATES (ANGSTROEM)
C (-6.419, -2.608, 0.317)
C (-5.538, -1.401, 0.231)
C (-6.108, -0.151, -0.055)
C (-5.334, 0.980, -0.145)
C (-3.958, 0.878, 0.052)
C (-3.351, -0.361, 0.343)
C (-4.178, -1.491, 0.426)
C (-1.939, -0.427, 0.545)
C (-1.144, 0.673, 0.463)
C (0.355, 0.618, 0.621)
N (0.966, 0.129, -0.603)
C (0.908, 1.020, -1.752)
C (2.301, 1.595, -2.049)
C (2.866, 2.262, -0.827)
C (2.304, 3.440, -0.346)
C (2.783, 4.026, 0.811)
C (3.831, 3.442, 1.506)
C (4.399, 2.272, 1.033)
C (3.918, 1.688, -0.127)
C (1.105, -1.213, -0.855)
O (0.947, -1.701, -1.958)
N (1.413, -1.979, 0.267)
C (2.559, -1.606, 1.085)
C (3.841, -2.232, 0.517)
O (3.737, -3.630, 0.410)
C (2.665, -3.985, -0.439)
C (1.344, -3.422, 0.087)
C (-1.771, 1.904, 0.151)
N (-1.301, 3.131, -0.024)
N (-2.340, 3.889, -0.297)
N (-3.432, 3.236, -0.309)
N (-3.132, 1.964, -0.032)
H (-5.841, -3.500, 0.540)
H (-7.169, -2.473, 1.095)
H (-6.944, -2.759, -0.625)
H (-7.175, -0.083, -0.207)
H (-5.758, 1.947, -0.367)
H (-3.723, -2.446, 0.645)
H (-1.498, -1.388, 0.766)
H (0.742, 1.617, 0.833)
H (0.593, -0.054, 1.444)
H (0.548, 0.457, -2.618)
H (0.216, 1.834, -1.538)
H (2.209, 2.312, -2.867)
H (2.959, 0.785, -2.371)
H (1.480, 3.896, -0.874)
H (2.335, 4.939, 1.174)
H (4.204, 3.899, 2.411)
H (5.219, 1.813, 1.566)
H (4.370, 0.777, -0.494)
H (2.677, -0.524, 1.107)
H (2.389, -1.983, 2.100)
H (4.687, -2.034, 1.177)
H (4.041, -1.797, -0.476)
H (2.641, -5.075, -0.465)
H (2.840, -3.597, -1.453)
H (0.541, -3.643, -0.617)
H (1.118, -3.862, 1.064)

The largest force on an atom is 0.038 hartree/bohr. As for the LUMO energy: -0.201 eV. The total energy comes out at -38345.56090 eV. For the orbital gap, the calculation gives 8.536 eV.